Record 1
{
  "formula": "C3H7NO",
  "method": "ωB97M-V/def2-TZVPD",
  "symbols": ["C", "C", "O", "H", "H", "H", "H", "C", "N", "H", "H", "H"],
  "coordinates": [[0.5154, 2.6480, -3.1995], [0.5651, 1.6574, -2.0646], [-0.2627, 0.7110, -1.9272], [1.3077, 2.2165, -3.9757], [0.9245, 3.6194, -2.8849], [-0.4306, 2.7702, -3.6916], [1.0140, 2.0058, -1.1107], [-0.8330, -3.5199, 3.7002], [-0.7065, -2.2974, 3.2631], [-1.4901, -4.2614, 3.1899], [-0.3507, -3.7763, 4.6504], [-0.2531, -1.7734, 4.0505]],
  "homo_lumo_gap_ev": 10.71,
  "fmax_ev_per_a": 5.4,
  "lumo_ev": 0.872,
  "smiles": "CC=O.C=N",
  "de_lowest_ev": 2.8891,
  "e_homo_ha": -0.3616
}

Record 2
{
  "formula": "C5H15N",
  "method": "ωB97M-V/def2-TZVPD",
  "symbols": ["C", "C", "C", "H", "H", "H", "H", "H", "H", "H", "H", "C", "N", "C", "H", "H", "H", "H", "H", "H", "H"],
  "coordinates": [[2.0354, 0.0791, -0.1416], [1.9897, -0.9754, 0.9427], [2.5520, -0.4345, 2.2501], [1.6606, 1.0372, 0.2440], [1.3873, -0.1576, -0.9842], [3.0155, 0.3430, -0.4300], [2.6276, -1.8039, 0.6377], [0.9561, -1.2744, 1.1062], [1.9782, 0.4088, 2.6464], [2.4936, -1.1462, 3.0775], [3.5892, -0.1175, 2.1382], [-2.0529, 1.6708, -0.8753], [-1.7413, 0.3292, -1.3795], [-2.6594, -0.7326, -0.9845], [-3.0820, 1.9176, -1.0748], [-1.8919, 1.7544, 0.2104], [-1.4059, 2.3954, -1.3483], [-0.8331, 0.1423, -0.9992], [-3.0787, -0.5927, 0.0163], [-2.0941, -1.6580, -1.0791], [-3.4430, -0.8470, -1.7083]],
  "homo_lumo_gap_ev": 9.80,
  "fmax_ev_per_a": 1.8,
  "lumo_ev": 1.006,
  "smiles": "CCC.CNC",
  "de_lowest_ev": 0.5827,
  "e_homo_ha": -0.3230
}

Copy entry 1 word for word.
{
  "formula": "C3H7NO",
  "method": "ωB97M-V/def2-TZVPD",
  "symbols": ["C", "C", "O", "H", "H", "H", "H", "C", "N", "H", "H", "H"],
  "coordinates": [[0.5154, 2.6480, -3.1995], [0.5651, 1.6574, -2.0646], [-0.2627, 0.7110, -1.9272], [1.3077, 2.2165, -3.9757], [0.9245, 3.6194, -2.8849], [-0.4306, 2.7702, -3.6916], [1.0140, 2.0058, -1.1107], [-0.8330, -3.5199, 3.7002], [-0.7065, -2.2974, 3.2631], [-1.4901, -4.2614, 3.1899], [-0.3507, -3.7763, 4.6504], [-0.2531, -1.7734, 4.0505]],
  "homo_lumo_gap_ev": 10.71,
  "fmax_ev_per_a": 5.4,
  "lumo_ev": 0.872,
  "smiles": "CC=O.C=N",
  "de_lowest_ev": 2.8891,
  "e_homo_ha": -0.3616
}